[1]
{"formula": "C6H13N2", "method": "the ωB97M-V functional and the def2-TZVPD basis", "symbols": ["C", "C", "C", "C", "C", "C", "N", "N", "H", "H", "H", "H", "H", "H", "H", "H", "H", "H", "H", "H", "H"], "positions_angstrom": [[0.07819, -2.26570, 0.72933], [-1.84720, 0.45447, -1.10524], [0.16291, -1.03673, 0.19959], [0.94368, 0.19099, -1.64629], [2.01607, 0.47303, 0.56789], [-1.69629, 0.32957, 1.30887], [1.02279, -0.14851, -0.32672], [-1.49208, -0.17554, -0.07464], [-0.81781, -2.82269, 0.90558], [1.06415, -2.72776, 0.79919], [-2.40157, 1.35841, -0.91396], [-1.71161, 0.05927, -2.12660], [1.77858, 0.77222, -2.01159], [0.76779, -0.62537, -2.29606], [0.12248, 0.94059, -1.71678], [1.85208, 1.53138, 0.52559], [2.03860, 0.08066, 1.57854], [2.92550, 0.40330, 0.15215], [-2.38897, -0.44660, 1.74874], [-2.16015, 1.32680, 1.48554], [-0.71257, 0.20261, 1.73987]], "total_charge": 1, "homo_energy_ev": [-9.66, -14.65], "lumo_ha": [-0.109, -0.271], "gap_ev": [6.695, 7.277], "multiplicity": 3}

***

[2]
{"formula": "C6H13N2O", "method": "the ωB97M-V functional and the def2-TZVPD basis", "symbols": ["C", "C", "C", "C", "C", "C", "N", "N", "O", "H", "H", "H", "H", "H", "H", "H", "H", "H", "H", "H", "H", "H"], "positions_angstrom": [[2.22174, 0.66601, -0.02525], [1.79440, -0.66355, -0.67958], [1.22646, -2.38777, 0.80103], [1.03006, 1.66887, 0.19126], [-0.90439, 0.59091, -0.37799], [-3.35585, 0.61381, -0.28633], [0.88112, -1.35712, 0.20516], [-2.14646, -0.18267, 0.08518], [-0.22735, 1.03357, 0.56871], [2.71479, 0.45250, 0.93465], [3.08177, 1.09401, -0.78238], [1.29909, -0.42145, -1.59419], [2.68527, -1.23372, -0.95517], [0.43447, -2.80323, 1.38045], [2.18530, -2.81791, 0.82354], [1.16333, 2.37131, 1.02514], [1.00046, 2.35304, -0.62013], [-3.03216, 0.84816, -1.32783], [-4.29923, 0.05791, -0.15727], [-3.34724, 1.47841, 0.25565], [-2.09210, -0.97963, -0.52649], [-2.31347, -0.38147, 1.06185]], "total_charge": 1, "homo_energy_ev": -13.27, "lumo_ha": -0.131, "gap_ev": 9.699, "multiplicity": 1}

***

[3]
{"formula": "C6H13N2O", "method": "the ωB97M-V functional and the def2-TZVPD basis", "symbols": ["C", "C", "C", "O", "C", "N", "N", "C", "C", "H", "H", "H", "H", "H", "H", "H", "H", "H", "H", "H", "H", "H"], "positions_angstrom": [[1.59394, 1.59311, -0.42910], [0.71076, 1.57528, 0.79336], [-0.75454, 1.60572, 0.90237], [-1.35945, 2.32155, 1.89830], [0.00549, 0.27074, 1.38009], [-0.16399, -0.98198, 0.85424], [-0.39009, -1.37167, -0.36409], [-0.97496, -2.76671, -0.35655], [-0.02891, -1.14723, -1.73884], [1.93872, 0.59163, -0.75320], [2.51299, 2.13607, -0.13980], [0.98734, 2.14349, -1.13660], [1.32701, 2.06305, 1.72232], [-1.54415, 1.42202, 0.11678], [-0.76566, 3.09329, 2.30312], [0.13487, 0.37491, 2.48562], [-1.13617, -3.19608, -1.42445], [-0.31303, -3.54214, 0.22195], [-1.91169, -2.68227, 0.18019], [-0.94841, -1.25576, -2.33679], [0.55908, -0.24529, -2.09252], [0.52083, -2.00175, -2.08639]], "total_charge": 1, "homo_energy_ev": [-13.77, -13.77], "smiles": "C[C@H]1[C@H](O)[C@H]1N=[N+](C)C", "lumo_ha": [-0.194, -0.194], "gap_ev": [8.488, 8.489], "multiplicity": 1}

***

[4]
{"formula": "C6H13N2O", "method": "the ωB97M-V functional and the def2-TZVPD basis", "symbols": ["C", "C", "C", "C", "C", "C", "N", "N", "O", "H", "H", "H", "H", "H", "H", "H", "H", "H", "H", "H", "H", "H"], "positions_angstrom": [[-1.75672, 1.16522, 0.94139], [-0.88667, -1.33156, -0.22434], [-0.58259, -2.64405, 0.44306], [1.21013, 1.89805, 0.57890], [1.52576, 0.10183, -1.23685], [-0.20461, -0.20856, 0.50585], [-1.50790, -1.15920, -1.31752], [0.67867, 0.74965, -0.26924], [-1.99494, 2.13024, 0.25752], [-2.41396, 0.81239, 1.67544], [-1.12675, -2.75523, 1.43006], [0.50768, -2.53015, 0.53360], [-0.83085, -3.37816, -0.32783], [2.16131, 1.81801, 0.93429], [1.00615, 2.75084, 0.00013], [0.49096, 2.02987, 1.38399], [2.00807, -0.72172, -0.81225], [0.95414, -0.38652, -1.99444], [2.28335, 0.83992, -1.64031], [0.17198, -0.40727, 1.45466], [-1.73263, -0.10261, -1.44087], [0.03942, 1.32902, -0.87523]], "total_charge": 1, "homo_energy_ev": -13.71, "lumo_ha": -0.156, "gap_ev": 9.471, "multiplicity": 1}

***

Values of calculated total energy, in order: -345.40797 -420.76733 -420.74318 -420.77849, all in hartree.
Values of energy relative to the best compared isomer or geometry (same formula, charge and spin), in order: 366.69 487.44 550.85 458.14, all in kJ/mol.